1.
82
Properties=species:S:1:pos:R:3:lowdin_charge:R:1 method="wB97M-V/def2-TZVPD" charge=+2 relative_energy_ev=0.2667 gap_ev=7.9 max_force_ha_per_bohr=0.01851 total_energy_ev=-85508.5454
H -3.1630 0.2113 -1.2823 0.12
C -2.7084 -1.8910 2.7867 -0.18
C 1.0100 -8.2912 1.4329 -0.03
H -6.2379 -4.8273 2.7262 0.13
H -7.6484 2.7232 -1.7182 0.10
H -4.3641 2.5957 2.0783 0.12
H -1.6626 -3.8234 4.3716 0.12
H -6.4786 3.1219 -2.9756 0.09
C -2.6531 -4.0528 3.9964 -0.01
H 1.9475 -3.7771 0.7791 0.10
N 2.1723 0.1462 -0.4821 0.16
H 2.1796 -2.2375 -1.6503 0.08
H 3.6188 -1.8949 -2.6362 0.10
H -1.5068 -7.3008 1.1371 0.13
H -2.9462 -0.8505 5.1814 0.13
C -1.9589 -0.4096 5.2461 0.01
H 2.6089 -6.1176 1.1519 0.13
S -2.5493 0.5401 1.5575 1.25
C -0.9870 -0.7566 4.2860 -0.10
C 2.5819 1.4383 -0.2024 -0.08
C -0.1549 -4.2311 0.7782 -0.37
C 1.5590 -5.8639 1.0773 -0.01
C -3.2726 -5.2195 4.3417 -0.04
H 1.6010 1.1158 5.5294 0.13
H -2.7638 -5.9315 4.9782 0.12
H -6.8029 4.2598 -1.6544 0.09
H 1.9230 -8.3369 2.0241 0.09
O 1.8685 3.4445 0.8240 0.15
O 0.2247 -1.7698 -0.2237 -0.37
C -4.6216 -3.4055 2.6950 -0.14
O 5.8663 2.5898 -1.2450 0.16
H 1.8311 -1.8400 1.8269 0.12
C 1.6418 2.2909 0.5472 -0.45
H -6.0941 3.6787 0.6860 0.13
C -3.6868 1.3350 0.4688 -0.41
C 0.6086 0.6901 5.4525 0.01
C 3.8317 1.6309 -0.6932 -0.03
C -3.3112 -3.1147 3.1634 -0.12
C -1.2983 -1.5671 3.1560 -0.16
C 1.0268 -1.4205 2.4187 -0.09
H 3.5069 3.8625 0.2209 0.09
H -4.8831 1.3152 -2.6749 0.13
C -5.6177 2.5636 -1.0861 -0.24
H -5.0544 -6.4306 4.1786 0.12
H -2.3987 0.7121 6.9954 0.12
C -0.3029 -1.9050 2.2756 -0.29
C -5.2349 -4.6214 3.0778 -0.01
C 3.1905 -1.8395 -1.6367 0.04
C -0.3629 1.0258 6.3542 -0.03
H -2.1791 -4.9547 0.7549 0.12
C -5.4560 2.9182 0.2546 -0.01
S -0.7839 -2.5813 0.6753 1.24
C 1.1938 -4.5481 0.8763 -0.05
C -4.5749 -5.5079 3.8807 -0.04
Al 0.3658 -0.0559 0.3393 0.13
C -3.8117 0.9704 -0.8633 -0.06
C -4.6958 -1.2947 1.5110 -0.03
C 1.3171 -0.5906 3.4765 0.04
H -5.2258 -0.5986 0.8791 0.11
C -1.1317 -5.2177 0.8555 -0.07
H 5.0710 0.3140 -1.7300 0.20
O -1.4093 0.0108 0.6186 -0.42
O 4.4149 3.8872 -0.1551 0.18
C -1.6478 0.4581 6.2591 -0.02
H 1.2113 -8.7891 0.4817 0.10
C -5.2860 -2.4749 1.8663 0.02
C 4.8037 2.7727 -0.7193 -0.47
H 3.8019 -2.4577 -0.9753 0.10
O 0.5464 1.6201 0.8438 0.06
C -4.7764 1.5921 -1.6341 -0.01
C 3.1683 -0.4397 -1.1474 -0.26
N 4.1713 0.4390 -1.2794 0.22
H -0.1458 1.7270 7.1484 0.12
C 0.3252 -0.2167 4.4072 -0.13
C -0.7500 -6.5299 1.0702 -0.01
C 0.5962 -6.8715 1.1948 -0.23
C -3.3972 -1.0072 1.9688 -0.26
H 0.2253 -8.8492 1.9397 0.09
C -4.4885 2.3171 1.0382 -0.06
H -6.2820 -2.7072 1.5115 0.13
H 2.3289 -0.2299 3.6207 0.14
C -6.6888 3.2078 -1.9117 -0.03

---

2.
62
Properties=species:S:1:pos:R:3:lowdin_spin:R:1 method="wB97M-V/def2-TZVPD" charge=+1 spin_multiplicity=8 gap_ev="6.2 / 4.9" max_force_ha_per_bohr=0.06842 total_energy_ev=-78054.7105
C -3.5769 -0.4119 3.2182 0.00
H -2.2165 -1.3721 -2.4382 0.00
C -3.1053 1.2130 1.3316 0.00
H -1.4725 -4.0138 0.8612 0.00
H 1.2211 -1.5967 2.8829 0.02
H -2.8833 2.0753 2.0362 0.00
Gd 0.7524 0.7426 1.1295 7.63
H 1.3688 1.5954 -2.6444 0.00
H -3.6826 0.4196 3.9214 0.00
C -3.0111 0.6184 -2.2220 -0.01
C 0.4719 -1.2219 -2.7751 -0.13
C -3.4559 -0.0817 1.8499 -0.01
H 0.6853 -3.2475 -0.9405 0.00
H 4.0293 2.3917 -1.3560 0.00
S 2.7581 0.2983 -0.2753 0.04
H -1.9275 -2.8615 -0.4790 0.00
P -0.3772 0.1230 -1.8594 -0.29
H -3.9382 3.8569 -2.3828 0.00
N 4.9570 0.7033 1.2252 0.00
C -3.4621 -1.7232 3.6295 -0.01
H 0.4620 -0.9609 -3.8468 -0.02
H -3.1895 2.0179 -3.9070 0.00
H 4.7630 4.2545 -0.1684 0.00
N 4.6218 2.2112 -0.5395 0.00
H -0.2251 2.4175 -2.5643 -0.01
H -0.5261 -1.6728 3.2971 0.00
H 6.3243 3.4163 -0.4027 0.00
C -2.7929 -2.3396 1.4038 -0.01
H -1.8325 -0.2711 -3.8593 0.00
C -1.9835 -0.3296 -2.7530 -0.01
H 0.3545 -3.1683 2.8337 0.00
H 6.8276 1.0789 0.2741 0.00
C 6.4283 0.6224 1.1832 0.00
H 5.4278 3.2538 1.1581 0.00
C 0.9877 -3.0525 0.0796 0.00
C -3.4495 1.4687 -0.0437 -0.01
H 4.5017 -0.0646 1.7140 0.00
C 5.3280 3.3470 0.0596 0.00
H -3.7620 3.5945 0.0669 0.00
H 1.9937 -2.6534 0.0582 0.00
N -3.6678 -0.9335 -0.4234 -0.02
P -0.1576 -1.9159 0.8308 -0.01
C 4.2148 1.1544 0.1940 0.01
H -0.4873 1.0443 -0.6845 -0.14
H -1.0763 0.8367 1.0302 0.00
H 0.9642 -3.9740 0.6437 0.00
H -3.6529 -1.9494 4.6770 0.00
C -3.6749 2.7396 -0.6123 0.00
H 6.7228 -0.4366 1.1934 0.00
C -3.3172 1.8503 -2.8234 0.00
C -3.3976 -1.1588 0.8855 -0.01
C -3.4629 0.3340 -0.8933 0.00
H 1.5077 -1.3737 -2.4691 0.00
C -3.0624 -2.7229 2.7409 0.00
C 0.2531 -2.0895 2.6305 0.01
C 0.2920 1.4978 -2.8634 -0.01
H 6.8441 1.1123 2.0689 0.00
C -1.7033 -2.9664 0.5955 0.01
H -0.0712 -2.1680 -2.6787 0.00
C -3.6783 2.9018 -1.9712 -0.01
H -2.8958 -3.7485 3.1030 0.00
H 0.1127 1.2889 -3.9305 0.00

---

3.
93
Properties=species:S:1:pos:R:3:lowdin_spin:R:1 method="wB97M-V/def2-TZVPD" charge=+2 spin_multiplicity=9 gap_ev="5.0 / 6.0" max_force_ha_per_bohr=0.06584 total_energy_ev=-125751.2308
H 9.0788 14.6074 -3.9832 0.00
C 13.7572 12.1457 -3.8897 0.00
H 7.4440 12.9120 -12.4001 0.00
O 7.0388 11.1980 -11.3651 0.00
H 13.9968 6.8049 -5.8518 0.00
C 12.2973 11.7373 -4.1753 0.00
O 6.5076 11.3264 -0.1030 0.00
O 7.8602 12.4665 -9.6214 0.01
H 8.7491 10.6120 -2.3809 0.00
O 5.3974 15.3823 -7.6596 0.00
H 13.4065 8.9664 -8.4862 0.00
H 5.8818 9.2766 -10.4977 0.00
H 4.7185 10.4746 -10.6103 0.00
H 3.8971 18.0073 -7.7131 0.00
C 13.6304 8.7365 -6.3137 -0.04
C 4.5060 9.4544 -8.7258 0.00
H 5.9013 17.1931 -6.7763 0.00
O 8.0231 12.7847 0.7141 0.00
H 14.1954 12.5298 -4.8091 0.00
Cr 10.3086 8.9637 -7.0418 4.40
C 7.9953 11.3945 -2.4822 0.00
H 7.0096 10.6649 2.4133 0.00
H 6.7066 17.0133 -8.3364 0.00
B 9.9647 11.6498 -7.0445 0.02
C 14.3479 7.7313 -5.3940 -0.04
H 8.4530 15.6572 -5.1582 0.00
H 14.3194 11.3485 -3.4058 0.00
F 9.4942 11.7861 -5.8030 0.01
H 15.0762 9.2845 -7.8830 0.00
O 11.4381 11.6826 -3.0318 0.00
H 9.3896 16.3380 -3.8170 0.00
O 10.8491 15.3556 -7.9539 0.02
H 4.9977 18.6130 -8.7908 0.00
O 6.2432 11.0122 -9.3310 0.00
H 8.3468 11.8954 -3.3850 0.00
C 5.7978 16.7881 -7.7820 0.00
H 10.5749 14.4315 -5.8482 0.00
C 10.6563 15.3456 -5.2627 0.00
H 4.1636 17.0932 -9.2129 0.00
H 13.7961 9.7130 -5.8463 -0.01
O 11.3862 17.5507 -7.8629 0.00
C 10.6583 10.1858 0.0276 0.00
C 7.7768 11.8746 -12.3498 0.00
H 13.7453 12.9482 -3.1500 0.00
C 10.9937 16.4261 -7.3386 0.00
C 7.4826 12.7804 2.0039 0.00
C 7.6608 11.4687 2.7542 0.00
O 10.6822 10.9940 -1.1611 0.00
H 11.8117 12.5152 -4.7659 0.00
H 8.6922 11.1177 2.7005 0.00
C 11.3392 17.7408 -9.2926 0.00
H 14.4708 7.6308 -7.9499 0.00
C 7.1319 11.6035 -10.0935 0.00
O 12.0934 9.6122 -2.3395 0.00
F 9.1905 10.6550 -7.6773 0.04
C 6.2815 14.4379 -7.3978 0.00
H 7.4082 11.6026 3.8066 0.00
H 6.4298 13.0760 2.0109 0.00
H 12.1625 10.8385 -4.7768 0.00
O 8.1986 12.1925 -1.3409 0.00
F 9.8347 12.8639 -7.8088 0.03
H 7.1753 11.9679 -7.0260 0.00
H 9.8189 10.6754 0.5162 0.00
H 13.9492 7.7584 -4.3814 0.00
C 14.1829 8.6692 -7.7837 0.00
H 11.6521 10.2667 0.4636 0.00
H 11.5414 15.2891 -4.6318 0.00
H 3.8910 8.6239 -9.0701 0.00
H 3.7909 10.2650 -8.5808 0.00
H 10.4097 9.1352 -0.1211 0.00
H 7.6639 11.4203 -13.3320 0.00
H 15.4033 7.9849 -5.4477 0.00
C 4.6518 17.6495 -8.4138 0.00
H 5.6598 11.5113 -6.3076 0.00
H 8.8542 11.8222 -12.1775 0.00
O 12.2362 8.5424 -6.3106 -0.41
H 11.4995 16.7718 -9.7682 0.00
H 12.2065 18.3298 -9.5792 0.00
F 11.2221 11.0551 -6.9971 0.04
O 7.5049 14.5712 -7.5194 0.02
C 7.4999 12.0204 -0.2126 0.00
H 10.4019 18.1736 -9.6352 0.00
Cr 9.4062 14.2489 -9.2110 3.91
H 7.9094 13.6184 2.5554 0.00
C 5.3385 9.9766 -9.8623 0.00
H 6.9535 11.0855 -2.5474 0.00
H 5.1280 9.1944 -7.8730 0.00
H 6.8509 12.5434 -5.3598 0.00
O 5.6831 13.3956 -6.8549 0.00
O 10.8025 16.5523 -6.0383 0.00
C 11.4687 10.6736 -2.1902 0.00
C 6.4142 12.2947 -6.3238 0.00
C 9.3339 15.5174 -4.5313 0.00

---

4.
11
Properties=species:S:1:pos:R:3:lowdin_charge:R:1 method="wB97M-V/def2-TZVPD" charge=+1 relative_energy_ev=6.6092 gap_ev="7.8 / 7.5" max_force_ha_per_bohr=0.06912 total_energy_ev=-8770.6949
O 2.3662 -0.2259 -0.5549 0.03
C 0.2249 1.0434 -0.4787 0.04
C 1.1040 0.5255 0.9532 0.09
H 1.1121 0.5852 2.0101 0.17
N 1.6027 -0.7860 0.5120 0.00
H -0.5482 1.7935 -0.6077 0.17
C 1.6964 1.0427 -0.2900 0.11
C 0.4299 -1.2255 -0.1478 0.04
H 0.2652 -2.3487 -0.1216 0.19
H -0.9898 -0.2591 -1.5515 0.12
C -0.2215 -0.2709 -0.8693 0.04

---

5.
11
Properties=species:S:1:pos:R:3:lowdin_charge:R:1 method="wB97M-V/def2-TZVPD" smiles="C=N.O.O" relative_energy_ev=1.9328 gap_ev=10.9 max_force_ha_per_bohr=0.08309 total_energy_ev=-6733.4108
H -5.2730 1.9093 1.2511 0.09
H -3.4009 3.2829 1.2580 0.06
H 5.0865 -0.9095 0.8008 0.04
H -4.7435 1.5870 2.8719 0.03
O 4.9015 -1.5273 0.0527 -0.12
H 1.0090 -3.2303 -3.3914 0.06
H 4.4944 -0.9672 -0.7106 0.08
H 2.1391 -2.3449 -2.5240 0.09
N -3.3396 2.6267 2.0817 0.02
C -4.5103 2.2011 2.0382 -0.20
O 1.4894 -2.3378 -3.3473 -0.15

---

6.
46
Properties=species:S:1:pos:R:3:lowdin_charge:R:1 method="wB97M-V/def2-TZVPD" smiles=NCCCNCO.O.O.O.O.O.O.O.O.O relative_energy_ev=2.2472 gap_ev=9.2 max_force_ha_per_bohr=0.04269 total_energy_ev=-28089.6745
H -0.5846 -3.3350 -2.2039 0.00
H 1.7224 -2.8550 1.4829 0.10
H -3.4987 1.2460 -0.1793 0.07
H -2.5571 -0.9810 -2.7411 0.06
H 0.9564 1.2139 -2.9999 0.07
H -0.0666 -1.0837 -2.3061 -0.01
H -0.2447 -4.7079 -1.5589 0.05
H -1.0343 0.0339 0.1876 0.04
C -2.6565 0.4496 1.4034 -0.24
O 1.8718 3.5169 -1.0815 -0.04
N -1.4103 -0.1892 1.0988 -0.06
O 1.0956 0.6835 -2.2050 -0.08
H -2.3056 -2.0929 1.4813 0.12
H -2.5044 1.5225 1.5760 0.12
H 0.2881 1.7486 1.9090 0.08
O 0.8500 2.0121 1.1629 -0.08
H -1.4172 0.9278 -1.4240 0.00
H 2.2168 3.0255 3.4021 0.04
H 1.7667 1.1018 -1.6140 0.00
H 1.2340 3.3626 -0.3933 0.00
H -3.1005 -0.4439 -1.3821 0.05
H -0.3515 -3.1713 2.3392 0.10
H -1.1860 -1.9857 0.0562 0.08
H 2.3991 3.0470 1.8175 -0.01
C -1.3558 -1.7147 1.0959 -0.18
H 2.7327 3.6865 -0.6983 0.05
O 3.2044 1.3421 -0.6176 -0.07
H 0.2056 1.9643 0.4342 0.03
H -3.1313 -0.1861 2.1593 0.13
O 2.8411 2.9545 2.6672 -0.07
H 1.1451 -1.6645 -0.2904 0.05
H 1.5581 -1.3336 2.5243 0.10
O -0.8911 -3.9720 -1.5208 -0.09
H 3.5931 0.4548 -0.6489 0.07
H 2.4557 1.3166 -0.0098 -0.01
H -1.0636 2.4244 -1.9561 0.06
O 0.4032 -1.8097 -2.7420 -0.09
H 1.2247 -1.3120 -2.9431 0.05
O -1.5000 1.8975 -1.2613 -0.08
H 0.9586 -0.2070 0.4516 0.01
N 1.4856 -1.0662 0.4586 0.02
H -0.4519 -1.5896 3.0079 0.10
C -0.2835 -2.1141 2.0619 -0.20
C 1.2205 -1.9056 1.6557 -0.22
O -2.2917 -0.5990 -1.9160 -0.05
O -3.5424 0.3867 0.2600 -0.10